DFT (ωB97M-V/def2-TZVPD) results for a structure of composition C4H10N3.

Structure (XYZ):
```
17
Properties=species:S:1:pos:R:3:forces:R:3
C -1.8107 -0.7415 -0.1799 -0.92 0.99 -0.32
C -1.6403 0.7860 0.1300 0.10 -0.21 -0.37
C 0.7023 -0.3196 0.1122 2.04 5.24 0.03
C 1.2004 -0.1919 -1.2533 2.11 -0.86 0.26
N -0.8182 -1.4632 -0.1419 -4.33 -3.08 0.05
N 1.5454 -0.6989 1.1024 -1.67 1.66 1.43
N -0.2000 1.0138 0.4663 -0.67 -6.50 5.75
H -2.8637 -0.9995 -0.4302 0.54 -0.18 -0.22
H -1.7466 1.4291 -0.7499 -0.92 -0.48 0.01
H -2.3805 1.0338 0.9342 1.07 0.23 -0.61
H 1.0007 -1.1516 -1.7298 -0.03 0.21 -0.73
H 2.2982 -0.1899 -1.0145 -0.40 0.31 -1.25
H 0.9277 0.6757 -1.8826 -0.06 -0.50 0.49
H 2.3219 -1.2498 0.9544 1.83 -1.24 -0.88
H 1.3230 -0.6209 2.0764 -0.38 -0.19 0.17
H 0.2780 1.7133 0.0520 1.50 3.53 -1.45
H -0.1377 0.9752 1.5540 0.20 1.06 -2.37
```
Positions in Å, forces in eV/Å.

- Relative energy (zero: lowest compared OMol25 entry of this formula, charge and spin): 78.66 kcal per mole
- Lowest unoccupied orbital energy (alpha / beta): -3.4 / -6.3 eV
- Total energy: -8767.021 eV
- HOMO (alpha / beta): -9.05 / -15.05 eV
- Net charge: +1
- Multiplicity: 3



DFT (ωB97M-V/def2-TZVPD) results for the ion C4H10N3O with charge +1.

Structure (XYZ):
```
18
Properties=species:S:1:pos:R:3:forces:R:3
C 0.1295 1.4427 0.2717 2.41 1.04 0.15
C 0.1836 0.5203 -0.9041 0.77 -1.09 1.26
C -0.6637 -0.7808 -0.4788 3.53 -0.15 -3.93
N -0.9035 -1.0195 0.8665 3.66 -2.78 2.15
C -0.0254 -1.8287 1.6278 -1.64 3.24 -2.97
N 1.2108 -2.1583 1.1913 -1.73 0.61 0.44
N -0.6125 -2.5795 2.5573 -0.22 -2.95 0.89
O -1.2853 -2.3683 3.4946 -0.19 1.03 0.40
H -0.8944 1.5854 0.3429 -2.10 0.47 1.43
H 0.6428 0.9479 1.1421 -0.83 0.93 -0.46
H 0.5302 2.4897 0.1220 0.00 -1.38 0.01
H 1.2025 0.3078 -1.1932 0.33 -0.46 -0.06
H -0.2559 1.0019 -1.7378 -0.70 0.13 -0.94
H -1.4961 -0.6477 -1.0959 -2.11 -0.18 -0.02
H -0.1732 -1.7024 -0.9192 -0.35 0.96 0.50
H -1.7194 -0.6153 1.2184 -1.31 0.21 1.53
H 1.8393 -2.7926 1.6356 -0.21 -0.78 0.75
H 1.6967 -1.3937 0.8151 0.69 1.15 -1.12
```
Positions in Å, forces in eV/Å.

- Relative energy (zero: lowest compared OMol25 entry of this formula, charge and spin): 102.30 kcal per mole
- Lowest unoccupied orbital energy (alpha / beta): -6.3 / -6.5 eV
- SMILES: CCC/[NH+]=C(\N)N=O
- Total energy: -10816.968 eV
- HOMO (alpha / beta): -14.52 / -14.76 eV
- Net charge: +1



DFT (ωB97M-V/def2-TZVPD) results for a cluster of 2 separate species, C4H10N3O in total.

Structure (XYZ):
```
18
Properties=species:S:1:pos:R:3:forces:R:3
C 2.2501 1.2588 0.2233 0.95 1.04 0.96
C 1.1514 1.9195 0.7424 -0.53 -1.53 -0.21
C -0.0555 -0.2350 -0.1265 -1.00 0.38 -0.05
C 1.4787 -2.1322 -0.2298 1.19 0.42 0.20
N 2.2736 -0.0074 -0.1089 1.74 -0.18 0.15
N 1.2043 -0.7130 0.0474 -1.61 -0.58 -0.91
N -3.3666 0.3918 -0.4598 4.00 1.88 1.28
O -1.1156 -0.6875 0.2804 0.77 -0.03 -0.08
H 3.3067 1.6320 0.2109 -1.42 0.48 -0.34
H 0.2550 1.3061 1.0441 1.21 1.12 0.14
H 1.1415 2.9789 0.8956 -0.14 0.33 -0.02
H 1.6150 -2.3131 -1.3284 0.44 0.11 1.31
H 2.2849 -2.2623 0.5165 0.32 -0.63 -1.40
H 0.7221 -2.7238 0.1682 -1.81 -0.92 0.34
H -3.6877 0.8696 0.3600 -1.00 0.11 0.33
H -3.1883 1.0324 -1.2035 0.27 1.09 -0.48
H -2.3795 -0.0375 -0.1645 -0.53 -0.03 -0.33
H -3.8902 -0.2773 -0.8674 -2.85 -3.07 -0.88
```
Positions in Å, forces in eV/Å.

- Relative energy (zero: lowest compared OMol25 entry of this formula, charge and spin): 103.72 kcal per mole
- Lowest unoccupied orbital energy (alpha / beta): -4.4 / -4.4 eV
- Total energy: -10816.906 eV
- HOMO (alpha / beta): -12.01 / -12.53 eV
- Net charge: +1